No. 1
Here is a molecular structure, C11H22N3OTi from the Open Molecules 2025 dataset. Energies are from ωB97M-V with the def2-TZVPD basis set.

```
! RIJCOSX wB97M-V def2-TZVPD def2/J DEFGRID3
* xyz 1 1
Ti 1.7882 1.9391 -2.6357
O -0.0420 -2.5141 2.3654
N -0.2571 2.5585 -2.1784
N 1.5769 0.4792 -0.9881
N -1.6972 -1.3215 1.3476
C 2.6221 0.8372 -0.2059
C -2.1630 0.0368 1.0014
C -1.6124 1.1576 1.8671
C 3.3236 0.9635 -3.7658
C -0.3691 -1.6038 1.6155
C 1.8705 -0.4959 1.6575
C -2.6802 -2.2144 1.9791
C 2.8108 0.3500 1.0799
C 0.6331 -0.3683 -0.4180
C 0.7077 -0.7842 0.9160
C -2.6551 -3.6117 1.4020
H 4.1758 1.3835 -3.2240
H -3.4416 -4.2002 1.8800
H 1.7163 3.5593 -2.2716
H -1.6901 -4.0837 1.5964
H -0.2040 -0.6867 -1.0510
H -1.9259 0.2234 -0.0573
H -2.4753 -2.2684 3.0587
H -0.3194 2.7994 -1.1769
H 2.0018 -0.9142 2.6487
H -3.6602 -1.7556 1.8241
H -2.8470 -3.5872 0.3250
H -0.9579 1.8393 -2.3882
H -2.0756 2.0963 1.5464
H 3.0727 1.5878 -4.6267
H -0.5253 1.2564 1.7726
H 2.9791 -0.0701 -3.6282
H -0.4534 3.3996 -2.7366
H -1.8678 0.9915 2.9204
H 0.8547 0.8085 -3.5179
H 3.7111 0.6524 1.6382
H 3.3320 1.5578 -0.6571
H -3.2569 0.0028 1.0853
*
```

E_tot: -41387.757 eV

Atom charges from the natural (NBO) analysis, given in e for atoms 1 to 8: atom 1 (Ti): 1.384, atom 2 (O): -0.574, atom 3 (N): -1.059, atom 4 (N): -0.526, atom 5 (N): -0.443, atom 6 (C): 0.051, atom 7 (C): -0.204, atom 8 (C): -0.629

No. 2
Here is a molecular structure, C11H23BF4NO2P2Sm from the Open Molecules 2025 dataset. Energies are from ωB97M-V with the def2-TZVPD basis set.

```
! RIJCOSX wB97M-V def2-TZVPD def2/J DEFGRID3
* xyz 2 6
Sm 0.1840 -0.3886 1.4845
P 2.8099 -0.6840 0.5764
P -2.6592 0.3662 0.6621
F 0.4199 0.7857 5.3907
F 1.2579 -0.6798 3.6161
F -0.8593 0.1337 3.6471
F 0.7774 1.5772 3.1825
O -0.7370 -2.4979 1.2365
O -2.1809 -4.0140 -4.1136
N 0.2460 1.1718 -0.6269
C 1.7089 1.9873 -2.3652
C -0.8680 1.4432 -1.3672
C 4.1971 -0.3836 1.6979
C 2.7296 1.0493 -0.2666
C 3.5114 -1.7231 -0.7890
C -3.4852 1.6406 1.6135
C -0.6840 2.0126 -2.6106
C -3.9783 -0.7703 0.1841
C 0.5960 2.1304 -3.2126
C 1.4884 1.5007 -1.0937
C -2.2831 1.0613 -0.9391
B 0.4243 0.5575 4.0986
H -2.8958 1.8625 -1.0917
H -3.1461 2.6550 1.3924
H 4.2272 -1.2300 2.3895
H 2.8007 1.7624 0.5881
H 2.7643 2.0526 -2.6871
H -3.2832 1.4486 2.6686
H -2.2430 -3.0712 -4.0433
H -1.4874 -3.2167 0.8577
H -3.6727 -1.4207 -0.6369
H 4.5322 -1.3806 -1.0598
H 4.0285 0.5298 2.2755
H 2.8358 -1.7115 -1.6699
H -4.2540 -1.3967 1.0365
H -4.8525 -0.2055 -0.1681
H 5.1382 -0.3266 1.1495
H -1.6091 2.0087 -3.2133
H 3.5679 -2.7569 -0.3980
H -4.5651 1.6279 1.4603
H -2.3096 -4.4319 -3.3035
H 0.1011 -3.0664 1.1898
H 3.6610 1.1002 -0.8962
H -2.6770 0.3313 -1.6530
H 0.7229 2.5594 -4.1924
*
```

E_tot: -65385.749 eV

Atom charges from the Mulliken analysis, given in e for atoms 1 to 8: atom 1 (Sm): 1.421, atom 2 (P): 0.673, atom 3 (P): 0.703, atom 4 (F): -0.209, atom 5 (F): -0.410, atom 6 (F): -0.311, atom 7 (F): -0.343, atom 8 (O): -0.621

No. 3
Here is 2 unconnected molecules or ions with the total composition C11H23BNO4 from the Open Molecules 2025 dataset. Energies are from ωB97M-V with the def2-TZVPD basis set.

```
! RIJCOSX wB97M-V def2-TZVPD def2/J DEFGRID3
* xyz -1 1
O -2.9002 2.3663 0.6551
O -4.8306 3.4348 0.1450
O 4.0684 -0.9244 -0.9580
O -3.3861 4.1798 1.7216
N 1.2815 -2.4854 -1.0193
C -3.1750 1.3723 -0.3459
C -4.2240 5.3209 1.8889
C 3.2691 -4.1220 -0.7656
C -2.9032 1.9030 -1.7383
C 0.4661 -0.2166 -1.1502
C 4.4722 -0.0781 0.2199
C 4.3061 -1.6291 0.2493
C -3.8097 3.3283 0.7774
C -0.6404 -1.9574 0.4827
C 3.0165 -2.1382 1.0136
C 0.4296 -1.6757 -0.5889
B 2.1720 -3.1838 0.0583
H 5.2281 -2.2285 0.3456
H 5.4308 0.3560 -0.0708
H 0.0656 -0.1548 -2.1804
H -0.4864 -2.9082 1.0105
H -4.1962 1.0012 -0.2466
H -2.5075 0.5353 -0.1440
H 4.0702 -4.5301 -0.1133
H -3.5757 2.7246 -1.9883
H 1.5134 -3.9739 0.7351
H -5.2574 5.0288 2.0704
H 2.4829 -1.2108 1.2965
H 3.3907 -2.6385 1.9246
H 2.7120 -5.0158 -1.1288
H -3.0332 1.1168 -2.4822
H -3.8572 5.8689 2.7539
H -4.1588 5.9639 1.0110
H -1.8853 2.2902 -1.8067
H -0.5736 -1.1626 1.2593
H -1.6728 -1.9162 0.0914
H -0.0681 0.4839 -0.4847
H 1.5393 0.0154 -1.2441
H 3.6644 -3.6336 -1.6748
H 3.5626 0.4932 0.4211
*
```

E_tot: -22135.101 eV

Atom charges from the natural (NBO) analysis, given in e for atoms 1 to 8: atom 1 (O): -0.486, atom 2 (O): -0.655, atom 3 (O): -0.531, atom 4 (O): -0.496, atom 5 (N): -0.628, atom 6 (C): -0.076, atom 7 (C): -0.255, atom 8 (C): -0.876

No. 4
Here is a molecular structure, C11H23BeO3P2 from the Open Molecules 2025 dataset. Energies are from ωB97M-V with the def2-TZVPD basis set.

```
! RIJCOSX wB97M-V def2-TZVPD def2/J DEFGRID3
* xyz -1 1
P -0.6975 0.0603 2.6475
P 0.1202 2.1678 0.5479
O -1.2623 -0.4219 4.0486
O 0.6105 1.0334 3.4128
O -1.2099 -1.4054 1.8085
C 0.3385 0.7241 -1.9065
C -1.2716 -2.7442 2.3494
C 0.0974 -0.0307 -3.0307
C -0.2278 -1.4153 -3.0522
C 0.1250 -3.2176 2.6398
C -0.1169 -1.8740 -0.6392
C -1.2440 2.2992 4.5757
C -0.6062 -1.0807 5.1941
C 0.8276 -0.7098 5.4459
C -0.3147 -2.2818 -1.9265
C 0.1605 2.2897 4.0293
Be -0.0567 -0.2307 -0.6444
H 0.8581 2.5039 4.8373
H -1.7218 -3.3783 1.5803
H 0.2526 3.1049 3.3009
H 0.1721 0.4730 -4.0020
H 0.9384 0.3519 5.6881
H -1.2426 -0.7698 6.0184
H 0.6383 1.7655 -1.8884
H 0.7086 -3.1828 1.7208
H -0.5534 -3.3440 -2.1223
H 1.1332 -1.2954 6.3200
H 0.2381 3.2807 -0.3272
H 1.2076 2.6023 1.3471
H -0.6948 -2.1691 5.0695
H 0.5828 -2.5785 3.3988
H -0.9250 2.7618 1.3168
H -0.3948 -1.8740 -4.0501
H 1.4840 -0.9857 4.6145
H -2.0095 2.0920 3.8211
H -0.2023 -2.5125 0.2311
H -1.9025 -2.8122 3.2471
H -1.4409 3.3058 4.9620
H -1.3534 1.5976 5.4068
H 0.0877 -4.2433 3.0070
*
```

E_tot: -36897.078 eV

Atom charges from the natural (NBO) analysis, given in e for atoms 1 to 8: atom 1 (P): 1.673, atom 2 (P): 0.051, atom 3 (O): -0.888, atom 4 (O): -0.913, atom 5 (O): -0.785, atom 6 (C): -1.196, atom 7 (C): -0.079, atom 8 (C): -0.240

No. 5
Here is 5 unconnected molecules or ions with the total composition C11H23Br8N3O4S from the Open Molecules 2025 dataset. Energies are from ωB97M-V with the def2-TZVPD basis set.

```
! RIJCOSX wB97M-V def2-TZVPD def2/J DEFGRID3
* xyz 0 1
Br 5.3537 2.9328 -2.2062
Br -3.9893 5.3214 3.9434
Br 1.8686 -2.1397 2.3607
Br -0.8605 3.3723 3.8884
Br -1.8821 2.1117 -0.5682
Br 4.9229 -4.2014 2.3181
Br 3.4858 0.5400 -0.0903
Br -4.8549 0.2481 0.5246
S 0.6671 -3.2231 -1.7166
O 0.7901 -4.4247 -2.4852
O 0.3259 -0.2027 -1.5440
O 0.2557 -3.5365 -0.3744
O -0.0737 -0.2332 -3.7116
N -0.4342 -2.2188 -2.5458
N -2.7194 -2.8576 -2.6515
N -1.9650 -1.6664 -0.8119
C -1.4204 4.8631 2.7727
C -2.1687 5.8999 3.5644
C 3.9396 1.6784 -2.6824
C 0.0052 -0.7352 -2.5990
C -1.6877 -2.2385 -1.9611
C -4.1574 1.9568 1.1528
C 2.0698 -4.0615 2.1352
C 3.1542 -4.6098 3.0226
C 2.8848 1.5944 -1.6139
C -3.6149 2.7783 0.0140
C 2.2703 -2.4426 -1.6974
H -4.2613 2.7822 -0.8577
H 1.1040 -4.4827 2.4042
H 2.5932 2.5657 -1.2276
H 2.2047 -1.5259 -1.1054
H 3.1174 -4.2138 4.0322
H -5.0025 2.4581 1.6197
H 2.0013 1.0752 -1.9851
H -3.4402 3.8033 0.3349
H -2.0088 4.4458 1.9626
H -3.4095 1.7339 1.9080
H -2.9206 -2.2386 -3.4378
H 2.6296 -2.2603 -2.7082
H -2.2739 6.8174 2.9891
H -1.7018 6.1238 4.5178
H 3.5143 2.0659 -3.6055
H 2.9916 -3.1030 -1.2192
H -2.3778 -2.1847 -0.0499
H -0.4989 5.2782 2.3705
H -1.7967 -0.6722 -0.6523
H -2.4077 -3.7656 -2.9897
H 2.2536 -4.2374 1.0824
H 4.4199 0.7252 -2.8787
H 3.1044 -5.6961 3.0585
*
```

E_tot: -595613.504 eV

Atom charges from the natural (NBO) analysis, given in e for atoms 1 to 8: atom 1 (Br): -0.028, atom 2 (Br): -0.020, atom 3 (Br): -0.011, atom 4 (Br): -0.003, atom 5 (Br): 0.007, atom 6 (Br): -0.019, atom 7 (Br): -0.020, atom 8 (Br): -0.029